1.
16
Properties=species:S:1:pos:R:3 method="wB97M-V/def2-TZVPD" homo_lumo_gap_ev=10.0 homo_ha=-0.3444
H -1.22320 1.48849 -1.79103
H -0.22485 2.33237 0.16294
H 2.67653 0.39955 0.55483
C 0.61889 0.61429 0.09725
C -1.22617 0.40032 -1.63415
H -1.42148 0.35912 0.53661
H 1.76389 -1.14074 0.08653
C -0.71779 0.02616 -0.24112
N 0.24632 -2.07229 2.30270
C -0.24723 -2.39178 3.32086
H 0.73982 -1.68466 1.51532
C 1.74057 -0.08010 0.29239
H -2.25465 0.06028 -1.76126
O 0.66143 1.96185 0.23813
H -0.62696 -0.10688 -2.39919
H -0.63412 -1.05924 -0.15426

2.
16
Properties=species:S:1:pos:R:3 method="wB97M-V/def2-TZVPD" s_squared=0.756 multiplicity=2 total_charge=+1 homo_lumo_gap_ev="11.2 / 6.7" homo_ha="-0.5575 / -0.5512"
C -0.79933 -0.89965 0.90054
O 2.66524 1.34261 0.68830
H -2.56679 0.00948 -0.15608
H 1.12724 0.15633 -1.47648
H -0.75482 1.24925 -1.56845
N -0.63339 0.79894 -0.67242
C -1.54213 -0.28187 -0.29047
H -1.53401 -1.00195 -1.12689
C 0.61925 -0.89335 0.35465
C 1.61616 1.54810 0.22046
C 0.70991 0.39077 -0.50425
H 0.74449 -1.67568 -0.40946
H -1.13879 -1.91587 1.07230
H 1.38231 -1.12359 1.07429
H -0.98310 -0.21727 1.73083
H 1.08775 2.51376 0.16313

3.
17
Properties=species:S:1:pos:R:3 method="wB97M-V/def2-TZVPD" s_squared=0.753 multiplicity=2 total_charge=-1 homo_lumo_gap_ev="3.8 / 7.4" homo_ha="0.0032 / -0.1328"
H -0.53370 -2.36380 0.62306
O 2.97357 -0.61495 0.22772
C -0.84052 1.86422 1.16356
C -0.77826 1.40002 -0.29984
H -0.09798 0.13699 -1.64250
H 0.53411 -0.46778 1.08520
O -1.31190 2.17809 -1.08681
H -1.31480 -2.00008 -0.86092
H -0.71354 2.94455 1.24768
H 0.38660 -2.66090 -0.86093
H -0.29092 1.09058 1.84205
H 1.94231 0.06519 -1.46043
N -0.21977 0.21943 -0.72388
C 0.46306 -0.77920 0.02612
H -1.92523 1.59507 1.57382
C 2.01569 -0.57087 -0.52353
C -0.28871 -2.03655 -0.33039

4.
17
Properties=species:S:1:pos:R:3 method="wB97M-V/def2-TZVPD" homo_lumo_gap_ev=9.1 homo_ha=-0.3252
C -2.27665 -1.12621 0.33800
H 0.22403 0.92072 -1.34826
C 2.30375 -0.09538 0.07287
N -1.86218 1.36697 -0.42804
H -1.63932 -2.08865 -0.14491
O 1.49919 0.49398 1.10720
H -2.85747 1.22683 -0.11686
C 0.24055 -0.14765 -0.73952
C 0.12732 0.02016 0.65638
H 2.98640 0.91060 -0.28394
H -1.01797 2.09778 0.40737
O 1.41992 -0.54831 -1.09535
C -1.18995 0.02636 -0.04656
H -3.45696 -1.03715 -0.29470
H -0.04412 -1.03200 0.97144
H -2.47434 -1.17218 1.55313
H 2.73202 -1.02370 0.47118

5.
17
Properties=species:S:1:pos:R:3 method="wB97M-V/def2-TZVPD" smiles=CC1(N)[C@@H]2OCO[C@H]21 homo_lumo_gap_ev=9.7 homo_ha=-0.3247
H 0.37680 0.89022 -1.04556
N -1.75217 1.21090 -0.45245
C 0.13642 0.09692 0.74114
H -3.03775 -0.79962 0.99750
C -1.17783 -0.04817 0.00535
C -2.27144 -1.16745 0.30561
H 0.17670 -0.81475 1.48368
C 0.16738 -0.03280 -0.66929
O 1.45734 -0.61928 -1.05331
H -1.09766 1.84993 -0.53133
H -2.76147 -1.02438 -0.69087
H 2.61307 -1.12376 0.52410
O 1.41897 0.66776 0.96317
H -1.65841 -1.96783 0.55854
H -2.57320 1.71841 0.05729
C 2.20330 -0.20792 0.06073
H 2.86950 0.56414 -0.12624

6.
17
Properties=species:S:1:pos:R:3 method="wB97M-V/def2-TZVPD" homo_lumo_gap_ev=7.8 homo_ha=-0.2650
H 0.17881 0.42708 -1.88447
H -1.42461 -2.05954 -1.02928
O 1.43524 -1.35427 0.89305
C -0.88873 -1.12873 -0.83214
C -0.37793 0.32908 0.76630
H -0.02754 1.96405 2.10370
H 0.73899 -2.00587 0.75489
O 1.94294 0.81734 0.77118
H -1.74223 1.51316 1.86811
H 2.74487 0.35326 1.04887
H 0.59449 -1.22509 -2.38316
H -0.87757 2.40859 0.62077
C -0.21793 -0.57190 -2.05840
N -1.31432 -0.47847 0.23446
H -0.93771 -0.52936 -2.88144
C -0.77400 1.63345 1.38346
C 0.94725 -0.09276 0.62411

7.
17
Properties=species:S:1:pos:R:3 method="wB97M-V/def2-TZVPD" homo_lumo_gap_ev=9.6 homo_ha=-0.3300
C -1.45740 1.35740 1.13524
H -1.76176 -1.67616 -0.46575
O 0.48782 -2.75884 -1.01876
H -1.66418 2.27944 0.76775
C 0.07609 1.27992 1.00000
C -0.90138 -0.86730 0.04553
N 0.77103 2.49289 0.77394
O 1.28838 -0.71899 -1.14390
H -1.91868 0.68755 2.25565
H 0.89498 0.63659 1.88014
H 0.16624 3.56624 0.05609
C -0.83157 0.56780 0.04016
H -0.88546 0.95801 -0.98159
C 0.36151 -1.57179 -0.81639
H -1.16003 -1.59254 1.20818
H 1.78941 -1.21017 -1.48884
H 1.44915 2.12728 0.22483

8.
17
Properties=species:S:1:pos:R:3 method="wB97M-V/def2-TZVPD" homo_lumo_gap_ev=3.7 homo_ha=-0.2679
O -1.97004 -0.38431 -1.48102
H -2.83849 0.27661 0.23133
H -0.90055 -0.44340 1.89099
H -1.12102 1.24313 2.14469
H 1.67934 -2.49421 -1.55129
H 3.44905 -1.26500 -0.48800
H 0.18598 0.39853 -0.50558
H 0.45393 0.62667 2.09917
C -0.50093 0.52820 1.58808
C 2.41235 -0.89007 -0.41584
C -0.62195 0.78118 0.10197
N -1.33605 1.90077 -0.30804
O 2.34889 0.23056 0.12143
H -0.89008 2.26050 -1.15669
H 0.31157 -1.39978 -0.84782
C -2.01381 0.29569 -0.48160
C 1.35179 -1.66506 -0.94177